Molecular formula: C15H15F5N8O2
Method: DFT, ωB97M-V/def2-TZVPD

CARTESIAN COORDINATES (ANGSTROEM)
F  -0.04  2.03  -4.36
F  -0.25  0.00  -5.34
F  4.43  -2.58  0.30
F  5.80  -1.12  -0.70
F  5.52  -1.09  1.47
N  -2.63  0.35  0.68
N  -2.92  0.34  1.95
N  0.19  3.39  4.64
N  -2.01  2.66  4.44
N  0.54  -0.28  1.98
N  0.93  -0.27  -0.34
O  -1.17  3.79  4.67
O  2.67  -0.65  1.20
C  0.19  2.10  4.55
C  -1.18  1.65  4.35
C  1.35  -0.38  0.92
C  -0.74  -0.09  1.75
C  -0.34  -0.01  -0.52
C  -1.26  0.08  0.51
N  -1.77  0.08  2.63
N  -0.69  0.25  -1.85
C  1.46  1.31  4.66
C  -1.62  0.27  4.06
C  -1.98  0.85  -2.23
C  0.24  0.07  -3.00
C  -1.93  0.75  -3.75
C  -0.46  0.74  -4.18
C  3.97  1.11  0.15
C  4.89  -1.29  0.32
C  3.64  -0.38  0.17
H  1.22  0.38  5.15
H  2.19  1.89  5.22
H  1.90  1.08  3.67
H  -0.90  -0.42  4.47
H  -2.57  0.08  4.54
H  -2.85  0.29  -1.86
H  -2.08  1.90  -1.86
H  1.17  0.61  -2.80
H  0.47  -0.98  -3.13
H  -2.38  -0.18  -4.04
H  -2.50  1.56  -4.20
H  4.66  1.38  -0.68
H  3.06  1.68  -0.12
H  4.34  1.48  1.13
H  3.27  -0.63  -0.83

As for the spin multiplicity: 1. For the energy above the lowest of the compared OMol25 structures with the same formula, charge and spin, the calculation gives 0.0 kcal per mole. The HOMO-LUMO gap is 9.15 eV. Its SMILES is Cc1nonc1Cn1nnc2c(N3CCC(F)(F)C3)nc(O[C@@H](C)C(F)(F)F)nc21.